Model i:
Below is an isolated molecule of C3H8S, with properties calculated with ωB97M-V with the def2-TZVPD basis set.

```
12
Properties=species:S:1:pos:R:3:mulliken_charge:R:1
C -1.237 -0.474 -1.843 -0.98
C -0.115 0.265 -1.127 -0.47
S -0.160 -0.273 0.870 -0.14
C 1.485 0.632 1.388 -0.76
H -1.475 0.181 -2.680 0.30
H -0.855 -1.417 -2.378 0.25
H -2.097 -0.753 -1.284 0.34
H 0.884 0.167 -1.535 0.37
H -0.380 1.322 -0.945 0.30
H 1.257 1.493 2.056 0.27
H 2.177 0.976 0.526 0.24
H 2.242 -0.141 1.808 0.29
```

As for the SMILES: CCSC. For the gap between HOMO and LUMO, the calculation gives 9.609 eV.

***

Model ii:
Below is an isolated molecule of C3H8S, with properties calculated with ωB97M-V with the def2-TZVPD basis set.

```
12
Properties=species:S:1:pos:R:3:mulliken_charge:R:1
C -1.494 0.272 -0.270 -1.01
C -0.734 -0.939 0.257 -0.38
C 1.849 0.490 0.042 -0.81
H -1.175 1.225 0.195 0.29
H -2.566 0.083 0.021 0.32
H -1.451 0.373 -1.384 0.28
H -1.099 -1.899 -0.084 0.29
H -0.677 -0.834 1.301 0.31
H 2.464 0.339 0.905 0.29
H 1.297 1.466 -0.013 0.26
H 2.595 0.481 -0.701 0.29
S 0.991 -1.056 -0.271 -0.13
```

As for the SMILES: CCSC. For the gap between HOMO and LUMO, the calculation gives 9.359 eV.

***

Name the most stable of them. model ii.

***

Model i:
Below is an isolated molecule of C4H7FS, with properties calculated with ωB97M-V with the def2-TZVPD basis set.

```
13
Properties=species:S:1:pos:R:3:mulliken_charge:R:1
C 0.816 -0.962 0.760 -1.39
C 0.456 0.372 0.258 0.24
C -0.762 0.155 -0.621 0.50
C -0.898 0.479 -1.864 -0.79
H -0.016 -1.522 1.011 0.40
H 1.229 -1.588 -0.122 0.33
H 1.490 -0.963 1.697 0.32
H 1.287 0.702 -0.386 0.16
H -0.016 0.814 2.532 0.13
H -0.069 0.726 -2.471 0.27
H -1.872 0.410 -2.314 0.30
F -1.955 -0.255 0.003 -0.28
S 0.310 1.630 1.517 -0.20
```

As for the SMILES: C=C(F)[C@H](C)S. For the gap between HOMO and LUMO, the calculation gives 10.258 eV.

***

Model ii:
Below is an isolated molecule of C4H7FS, with properties calculated with ωB97M-V with the def2-TZVPD basis set.

```
13
Properties=species:S:1:pos:R:3:mulliken_charge:R:1
C 2.144 0.833 0.035 -0.92
C -0.312 -0.199 0.308 -0.30
C -1.416 -1.209 0.212 -0.68
C -1.483 -0.016 -0.642 0.13
H 2.249 0.808 1.124 0.27
H 3.085 0.682 -0.383 0.36
H 1.720 1.761 -0.312 0.31
H -0.265 0.396 1.204 0.38
H -1.167 -2.215 -0.204 0.22
H -2.243 -1.163 0.939 0.26
H -1.248 0.051 -1.710 0.36
F -2.308 0.943 -0.185 -0.30
S 1.244 -0.673 -0.385 -0.07
```

As for the SMILES: CS[C@@H]1C[C@H]1F. For the gap between HOMO and LUMO, the calculation gives 9.423 eV.

***

Model iii:
Below is an isolated molecule of C4H7FS, with properties calculated with ωB97M-V with the def2-TZVPD basis set.

```
13
Properties=species:S:1:pos:R:3:mulliken_charge:R:1
C 1.630 -0.503 -0.503 -1.12
C 0.318 -0.390 0.263 0.82
C -0.084 0.728 0.890 -0.38
C -0.812 0.258 -0.413 -0.51
H 2.365 -0.482 0.324 0.33
H 1.601 0.299 -1.358 0.28
H 1.442 -1.548 -1.007 0.28
H -0.835 0.856 1.862 0.25
H 0.620 1.602 0.778 0.24
H -0.666 0.906 -1.314 0.30
H -3.088 0.596 -0.034 0.12
F -0.147 -1.722 0.621 -0.38
S -2.342 -0.599 -0.110 -0.22
```

As for the SMILES: C[C@@]1(F)C[C@@H]1S. For the gap between HOMO and LUMO, the calculation gives 9.707 eV.

***

Name the most stable of them. model i.

***

Model i:
Below is a structure of composition C4H9N3, with properties calculated with ωB97M-V with the def2-TZVPD basis set.

```
16
Properties=species:S:1:pos:R:3:mulliken_charge:R:1
C 0.440 -0.591 1.270 -1.14
C -0.550 -0.416 0.251 0.69
N -1.072 -1.539 -0.362 -0.47
N -0.793 2.026 0.437 -0.49
C -0.806 0.842 -0.312 -0.41
C 1.252 0.110 -0.405 0.18
N 1.712 -0.522 -1.390 -0.74
H -0.642 -2.425 -0.149 0.24
H -1.514 -1.418 -1.259 0.22
H -0.415 1.945 1.368 0.25
H -0.411 2.832 -0.040 0.23
H 1.180 -1.317 -1.731 0.22
H 0.725 -1.601 1.534 0.32
H 0.581 0.168 2.025 0.22
H -1.352 0.887 -1.247 0.25
H 1.664 1.018 0.010 0.42
```

For the gap between HOMO and LUMO, the calculation gives 7.428 eV.

***

Model ii:
Below is an isolated molecule of C4H9N3, with properties calculated with ωB97M-V with the def2-TZVPD basis set.

```
16
Properties=species:S:1:pos:R:3:mulliken_charge:R:1
C -0.251 2.476 -0.465 -1.07
C -0.166 1.268 0.395 0.72
C 0.014 1.272 1.725 -0.97
C 0.077 -0.971 -0.036 -0.07
H 0.299 2.322 -1.356 0.30
H 0.047 3.402 0.071 0.34
H -1.373 2.567 -0.669 0.23
H 0.321 2.056 2.365 0.31
H -0.233 0.333 2.229 0.31
H 0.952 -1.060 0.657 0.36
H -1.149 -1.862 -1.410 0.30
H 0.550 -3.698 -0.153 0.24
H 1.370 -2.980 -1.344 0.26
N -0.506 0.163 -0.322 -0.55
N -0.375 -2.071 -0.707 -0.10
N 0.422 -3.217 -0.979 -0.60
```

As for the SMILES: C=C(C)/N=C/NN. For the gap between HOMO and LUMO, the calculation gives 9.059 eV.

***

Name the most stable of them. model ii.

***

Model i:
Below is a cluster of 2 separate species, C4H9N3 in total, with properties calculated with ωB97M-V with the def2-TZVPD basis set.

```
16
Properties=species:S:1:pos:R:3:mulliken_charge:R:1
C -1.702 0.606 -0.376 -0.09
C 0.982 1.388 -0.329 -1.13
C 0.617 0.000 -0.859 -0.39
C -0.771 -0.491 -0.347 0.58
N -2.488 1.458 -0.488 -0.46
N -1.257 -1.738 -0.630 -0.50
N -0.850 -0.487 1.863 -0.71
H 1.356 1.348 0.745 0.22
H 0.077 2.032 -0.291 0.35
H 1.744 1.831 -0.897 0.39
H 1.392 -0.713 -0.541 0.35
H 0.300 -0.040 -1.931 0.27
H -0.545 -2.376 -0.108 0.35
H -2.110 -1.767 -0.191 0.31
H -1.828 -0.311 1.892 0.22
H -0.585 0.408 2.356 0.23
```

For the gap between HOMO and LUMO (alpha / beta), the calculation gives 8.802 / 8.798 eV.

***

Model ii:
Below is an isolated molecule of C4H9N3, with properties calculated with ωB97M-V with the def2-TZVPD basis set.

```
16
Properties=species:S:1:pos:R:3:mulliken_charge:R:1
C -0.300 -0.325 1.835 -1.13
C 0.692 0.076 0.848 0.82
C 1.977 0.174 1.178 -1.12
C -0.939 0.030 -1.104 0.51
H -0.473 -1.480 1.632 0.23
H -1.281 0.203 1.660 0.34
H 0.153 -0.201 2.842 0.38
H 2.196 -0.136 2.191 0.24
H 2.858 0.276 0.501 0.26
H 1.197 0.286 -1.117 0.21
H -0.945 1.378 -2.596 0.26
H -0.002 -0.088 -2.973 0.26
H -2.610 -0.315 -1.318 0.32
N 0.303 0.209 -0.515 -0.24
N -0.868 0.326 -2.521 -0.72
N -1.958 -0.412 -0.543 -0.61
```

As for the SMILES: [H]/N=C(\N)NC(=C)C. For the gap between HOMO and LUMO, the calculation gives 8.935 eV.

***

Name the most stable of them. model ii.